This record from the Open Molecules 2025 dataset describes a 5-piece molecular cluster, C4H16ClN8O8 overall at a distorted geometry. The level of theory is the ωB97M-V functional and the def2-TZVPD basis.

Last column: natural (NBO) charge in e.
Cartesian coordinates (Å):
Cl (0.816, -0.765, -0.046)  2.5069
O (1.739, 0.239, 0.419)  -0.9009
O (1.606, -1.593, -0.948)  -0.8624
O (0.445, -1.532, 1.157)  -0.8777
O (-0.292, -0.059, -0.653)  -0.8371
C (-1.996, 0.249, 3.371)  0.7688
O (-2.879, 0.801, 4.040)  -0.6924
N (-0.678, 0.288, 3.678)  -0.8458
N (-2.287, -0.281, 2.148)  -0.8613
H (-0.084, -0.093, 2.956)  0.4078
H (-0.328, 0.674, 4.527)  0.4057
H (-1.527, -0.655, 1.604)  0.3987
H (-3.175, -0.181, 1.702)  0.4043
C (3.329, 0.608, -4.227)  0.7635
O (3.300, 1.330, -5.237)  -0.6902
N (2.456, -0.416, -4.011)  -0.8460
N (3.992, 1.041, -3.120)  -0.8408
H (2.459, -0.866, -3.112)  0.4083
H (1.710, -0.550, -4.662)  0.4071
H (4.560, 1.862, -3.140)  0.4049
H (3.970, 0.452, -2.304)  0.3894
C (-0.354, 4.320, 1.228)  0.7701
O (-0.912, 5.354, 1.603)  -0.6900
N (0.911, 4.049, 1.636)  -0.8532
N (-0.858, 3.427, 0.345)  -0.8422
H (1.485, 3.265, 1.383)  0.3986
H (1.279, 4.658, 2.345)  0.3942
H (-1.816, 3.623, 0.112)  0.4053
H (-0.338, 2.628, 0.040)  0.4155
C (-2.477, -4.317, -0.244)  0.7701
O (-3.480, -5.026, -0.122)  -0.6886
N (-2.252, -3.239, 0.514)  -0.8326
N (-1.518, -4.525, -1.218)  -0.8621
H (-1.477, -2.645, 0.278)  0.4005
H (-2.874, -3.002, 1.264)  0.4120
H (-0.705, -3.955, -1.356)  0.3962
H (-1.751, -5.170, -1.950)  0.3952

Results
Net charge: -1
Multiplicity: 1
Relative energy (zero: lowest compared OMol25 entry of this formula, charge and spin), kcal per mole: 0.0
Gap between HOMO and LUMO, Ha: 0.367
HOMO, eV: -7.3
LUMO level, eV: 2.69